--- w ---
Molecular formula: C5H6S3
Method: DFT, ωB97M-V/def2-TZVPD

Each atom is followed by the atoms it is bonded to, with distances in Å.
Positions of all 14 atoms, in Å:
1 C -0.67279 0.69528 -0.54541  S12 1.603, S13 1.783, S14 1.707
2 C 1.70556 -0.89795 -0.55978  C3 1.494, H6 1.113, H7 1.097, S13 1.816
3 C 1.84310 -1.54831 0.77852  C2 1.494, C4 1.321, H8 1.094
4 C 1.02394 -1.50531 1.81339  C3 1.321, C5 1.544, H9 1.093
5 C -0.28182 -0.68159 1.85416  C4 1.544, H10 1.093, H11 1.121, S14 1.837
6 H 2.26893 0.05542 -0.67034  C2 1.113
7 H 2.26893 -1.55431 -1.23500  C2 1.097
8 H 2.67130 -2.25992 0.84425  C3 1.094
9 H 1.12369 -2.09534 2.72746  C4 1.093
10 H -0.43070 -0.50065 2.92135  C5 1.093
11 H -1.19803 -1.23617 1.52388  C5 1.121
12 S -1.56144 1.70615 -1.41670  C1 1.603
13 S 0.05734 -0.74254 -1.30553  C1 1.783, C2 1.816
14 S -0.27166 0.98753 1.08742  C1 1.707, C5 1.837

For the LUMO energy, the calculation gives -0.31 eV. As for the multiplicity: 1. The HOMO-LUMO gap comes out at 8.174 eV. The calculation puts the HOMO energy at -8.49 eV. Its SMILES is S=C1SCC=CCS1.

---

--- x ---
Molecular formula: C5H6S3
Method: DFT, ωB97M-V/def2-TZVPD

Each atom is followed by the atoms it is bonded to, with distances in Å.
Positions of all 14 atoms, in Å:
1 C 1.96895 0.56247 2.09256  S6 1.627, S7 1.664
2 C -0.74509 0.93512 0.82860  C4 1.465, S7 2.017, H9 1.138, H10 1.061
3 C -0.46300 -0.59434 -2.07190  C5 1.530, S8 1.803, H11 1.068, H12 1.113
4 C -0.33036 -0.43259 0.50798  C2 1.465, C5 1.332, H13 0.996
5 C -0.17594 -1.07547 -0.64799  C3 1.530, C4 1.332, H14 1.046
6 S 3.47728 0.70784 2.68461  C1 1.627
7 S 0.77181 1.70451 1.91206  C1 1.664, C2 2.017
8 S -1.68592 0.72509 -2.18963  C3 1.803
9 H -0.69256 1.57786 -0.10904  C2 1.138
10 H -1.57724 0.86439 1.48332  C2 1.061
11 H 0.45430 -0.35638 -2.56337  C3 1.068
12 H -0.81209 -1.52031 -2.58034  C3 1.113
13 H -0.24933 -1.00378 1.31985  C4 0.996
14 H 0.05919 -2.09442 -0.66672  C5 1.046

For the LUMO energy (alpha / beta), the calculation gives -0.98 / -2.24 eV. As for the multiplicity: 1. The HOMO-LUMO gap (alpha / beta) comes out at 8.335 / 5.676 eV. The calculation puts the HOMO energy (alpha / beta) at -9.31 / -7.91 eV.

---

We find w to be the most stable, with the next structure 0.1245 hartree higher.

---

--- w ---
Molecular formula: C3H9N2O2S
Method: DFT, ωB97M-V/def2-TZVPD

Each atom is followed by the atoms it is bonded to, with distances in Å.
Positions of all 17 atoms, in Å:
1 C 0.06327 1.86362 0.90196  C3 1.572, H9 1.074, H10 1.143, H11 1.128
2 C -1.47623 -1.50042 -0.27434  N5 1.480, H12 1.115, H13 1.105, H14 1.084
3 C -0.52827 0.41413 1.04396  C1 1.572, N5 1.494, H15 1.120, H16 1.056
4 N 1.95914 -1.82789 -2.05912  S8 1.441
5 N -0.83528 -0.16694 -0.29802  C2 1.480, C3 1.494, H17 1.005
6 O 2.07026 0.78028 -2.14225  S8 1.493
7 O 2.30504 -0.37587 0.02420  S8 1.490
8 S 2.03595 -0.53238 -1.43252  N4 1.441, O6 1.493, O7 1.490
9 H 1.11384 1.97148 0.70468  C1 1.074
10 H -0.48714 2.33554 0.01838  C1 1.143
11 H -0.07748 2.28202 1.94017  C1 1.128
12 H -2.04840 -1.80604 -1.18069  C2 1.115
13 H -0.81803 -2.35352 -0.02974  C2 1.105
14 H -2.12442 -1.30691 0.57229  C2 1.084
15 H 0.33729 -0.00164 1.62109  C3 1.120
16 H -1.52916 0.50760 1.36787  C3 1.056
17 H 0.03965 -0.28306 -0.77793  N5 1.005

For the LUMO energy, the calculation gives 3.97 eV. As for the multiplicity: 1. The net charge is -1. The HOMO-LUMO gap comes out at 8.369 eV. The calculation puts the HOMO energy at -4.40 eV.

---

--- x ---
Molecular formula: C3H9N2O2S
Method: DFT, ωB97M-V/def2-TZVPD

Each atom is followed by the atoms it is bonded to, with distances in Å.
Positions of all 17 atoms, in Å:
1 C 0.16571 -0.75001 1.09639  C2 1.551, N4 1.476, H8 1.082, H9 1.091
2 C 1.60034 -0.66233 0.51375  C1 1.551, S3 1.836, H10 1.085, H11 1.094
3 S 1.72732 -1.84516 -0.88472  C2 1.836
4 N -0.33956 0.54172 1.60135  C1 1.476, C5 1.360, H12 1.004
5 C -1.43802 1.18659 1.12402  N4 1.360, N6 1.372, O7 1.231
6 N -1.94058 0.77981 -0.08586  C5 1.372, H13 0.996, H14 1.002
7 O -1.87850 2.20754 1.65171  C5 1.231
8 H -0.43042 -1.04729 0.24389  C1 1.082
9 H 0.00813 -1.52807 1.84429  C1 1.091
10 H 1.80436 0.35289 0.18857  C2 1.085
11 H 2.25933 -0.94920 1.33825  C2 1.094
12 H -0.11393 0.79992 2.54481  N4 1.004
13 H -1.79213 -0.10172 -0.52572  N6 0.996
14 H -2.65045 1.38146 -0.45816  N6 1.002
15 H 0.31906 0.41608 -2.18725  O17 0.976
16 H 0.63570 -0.42624 -3.26554  O17 0.976
17 O 0.42962 0.52093 -3.15166  H15 0.976, H16 0.976

For the LUMO energy, the calculation gives 3.59 eV. As for the multiplicity: 1. The net charge is -1. The HOMO-LUMO gap comes out at 6.705 eV. The calculation puts the HOMO energy at -3.12 eV.

---

--- y ---
Molecular formula: C3H9N2O2S
Method: DFT, ωB97M-V/def2-TZVPD

Each atom is followed by the atoms it is bonded to, with distances in Å.
Positions of all 17 atoms, in Å:
1 C 0.50139 1.03204 1.23151  C2 1.504, H9 1.178, H10 1.091, H11 1.143
2 C 0.02420 0.49315 -0.08901  C1 1.504, C3 1.450, H12 1.089, H13 1.148
3 C 1.13099 0.16184 -0.96517  C2 1.450, H14 1.042, H15 1.198
4 N -1.18754 -2.00815 -0.86474  N5 1.377, H16 1.134, H17 1.102
5 N -0.11960 -2.17088 -1.71794  N4 1.377, S8 1.745
6 O 0.50548 -0.60193 -3.73187  S8 1.465
7 O -1.88379 -1.07812 -3.14833  S8 1.493
8 S -0.49292 -1.59159 -3.32079  N5 1.745, O6 1.465, O7 1.493
9 H 0.44636 0.21214 2.07613  C1 1.178
10 H 1.51537 1.42690 1.30888  C1 1.091
11 H -0.30699 1.71566 1.66303  C1 1.143
12 H -0.58645 1.22709 -0.61180  C2 1.089
13 H -0.52088 -0.48489 0.16621  C2 1.148
14 H 1.04138 0.07628 -1.99959  C3 1.042
15 H 2.23187 0.08762 -0.49876  C3 1.198
16 H -1.67941 -2.95386 -0.47728  N4 1.134
17 H -1.83679 -1.44184 -1.55257  N4 1.102

For the LUMO energy (alpha / beta), the calculation gives 3.89 / 3.88 eV. As for the multiplicity: 1. The net charge is -1. The HOMO-LUMO gap (alpha / beta) comes out at 7.038 / 7.240 eV. The calculation puts the HOMO energy (alpha / beta) at -3.15 / -3.36 eV.

---

We find x to be the most stable, with the next structure 0.1333 hartree higher.

---

--- w ---
Molecular formula: C3H9O4
Method: DFT, ωB97M-V/def2-TZVPD

Each atom is followed by the atoms it is bonded to, with distances in Å.
Positions of all 16 atoms, in Å:
1 O 0.30737 -0.22106 1.67604  C2 1.248
2 C -0.05104 -0.04321 0.49365  O1 1.248, O3 1.252, C4 1.616
3 O 0.02447 0.98240 -0.22033  C2 1.252
4 C -0.95150 -1.20291 -0.18125  C2 1.616, C5 1.562, H6 1.106, H7 1.102
5 C -2.46490 -0.84888 -0.33426  C4 1.562, H8 1.108, H9 1.122, H10 1.071
6 H -0.44993 -1.33300 -1.15786  C4 1.106
7 H -0.80666 -2.12353 0.40613  C4 1.102
8 H -2.78099 -0.74551 0.72283  C5 1.108
9 H -2.52230 0.11050 -0.91391  C5 1.122
10 H -3.06045 -1.68097 -0.64884  C5 1.071
11 H 2.06237 0.85805 1.07465  O13 0.971
12 H 2.69099 -0.17580 1.95244  O13 0.963
13 O 2.93575 0.52850 1.34274  H11 0.971, H12 0.963
14 H 1.40253 1.38880 -0.87530  O16 1.014
15 H 1.59641 2.61549 -1.88498  O16 0.967
16 O 2.06788 1.89112 -1.45174  H14 1.014, H15 0.967

For the LUMO energy, the calculation gives 4.02 eV. As for the multiplicity: 1. The net charge is -1. The HOMO-LUMO gap comes out at 8.876 eV. The calculation puts the HOMO energy at -4.86 eV.

---

--- x ---
Molecular formula: C3H9O4
Method: DFT, ωB97M-V/def2-TZVPD

Each atom is followed by the atoms it is bonded to, with distances in Å.
Positions of all 16 atoms, in Å:
1 O -0.68955 1.49366 -0.25315  C2 1.235
2 C -0.05862 0.45211 -0.04886  O1 1.235, O3 1.271, C4 1.560
3 O -0.39074 -0.53819 0.67579  C2 1.271
4 C 1.29017 0.22409 -0.79964  C2 1.560, C5 1.503, H6 1.100, H7 1.095
5 C 1.11661 -0.77457 -1.90982  C4 1.503, H8 1.086, H9 1.096, H10 1.101
6 H 1.62405 1.20265 -1.17632  C4 1.100
7 H 2.03672 -0.01753 -0.03647  C4 1.095
8 H 0.70335 -1.72183 -1.57574  C5 1.086
9 H 0.45956 -0.40187 -2.70386  C5 1.096
10 H 2.04669 -1.00568 -2.45150  C5 1.101
11 H -3.15099 -0.00591 -1.09507  O13 0.960
12 H -1.94027 -0.86679 -0.38924  O13 0.985
13 O -2.64011 -0.81871 -1.08120  H11 0.960, H12 0.985
14 H 1.44848 1.02454 2.93211  O16 0.962
15 H 0.71636 -0.26156 2.65674  O16 0.976
16 O 1.40652 0.11297 3.23669  H14 0.962, H15 0.976

For the LUMO energy, the calculation gives 4.08 eV. As for the multiplicity: 1. The net charge is -1. The HOMO-LUMO gap comes out at 8.751 eV. The calculation puts the HOMO energy at -4.67 eV.

---

We find x to be the most stable, with the next structure 0.0123 hartree higher.

---

--- w ---
Molecular formula: C6H8NO2S
Method: DFT, ωB97M-V/def2-TZVPD

Each atom is followed by the atoms it is bonded to, with distances in Å.
Positions of all 18 atoms, in Å:
1 C 1.48934 0.05042 -1.30899  C4 1.722, N7 1.236, H11 1.115
2 C 1.01011 2.16610 0.08335  C4 1.681, O8 1.232, O9 1.220
3 C 2.72195 -0.83407 0.30948  N7 1.424, S10 1.875, H12 1.024, H13 1.051
4 C 0.52814 0.55648 0.02751  C1 1.722, C2 1.681, C6 1.535, S10 1.803
5 C -1.93020 0.19986 0.82473  C6 1.526, H14 1.240, H15 1.077, H16 1.105
6 C -0.94087 0.29316 -0.33355  C4 1.535, C5 1.526, H17 1.181, H18 1.072
7 N 2.46773 -0.66964 -1.08198  C1 1.236, C3 1.424
8 O 0.46410 2.89010 -0.75105  C2 1.232
9 O 1.82336 2.36577 0.97116  C2 1.220
10 S 1.13941 -0.58316 1.28399  C3 1.875, C4 1.803
11 H 0.93718 0.48612 -2.17456  C1 1.115
12 H 3.00498 -1.80979 0.43898  C3 1.024
13 H 3.41611 -0.08225 0.54738  C3 1.051
14 H -1.18742 -0.00836 1.79568  C5 1.240
15 H -2.50456 -0.70828 0.75767  C5 1.077
16 H -2.55107 1.11306 0.86887  C5 1.105
17 H -1.19000 1.30478 -0.88930  C6 1.181
18 H -0.92199 -0.62376 -0.88786  C6 1.072

For the LUMO energy, the calculation gives 3.34 eV. As for the multiplicity: 1. The net charge is -1. The HOMO-LUMO gap comes out at 7.338 eV. The calculation puts the HOMO energy at -4.00 eV. Its SMILES is CC[C@]1(C(=O)[O-])C=NCS1.

---

--- x ---
Molecular formula: C6H8NO2S
Method: DFT, ωB97M-V/def2-TZVPD

Each atom is followed by the atoms it is bonded to, with distances in Å.
Positions of all 18 atoms, in Å:
1 C -0.04184 1.24401 -0.57934  C2 1.420, C3 1.360, H11 1.069
2 C 1.36002 1.42131 -0.72329  C1 1.420, N7 1.247, H12 1.043
3 C -0.43511 0.13549 0.10241  C1 1.360, C5 1.570, C6 1.478
4 C 2.00170 -0.73464 0.10148  C5 1.476, N7 1.440, H13 1.149, H14 1.112
5 C 0.58322 -1.02447 0.38893  C3 1.570, C4 1.476, S10 2.016, H15 0.977
6 C -1.82870 -0.18673 0.47325  C3 1.478, H16 1.148, H17 1.104, H18 1.128
7 N 2.23630 0.59889 -0.38973  C2 1.247, C4 1.440
8 O 1.16377 -2.47067 -1.90256  S10 1.455
9 O -0.13549 -3.55702 -0.16266  S10 1.467
10 S 0.02170 -2.36671 -1.00634  C5 2.016, O8 1.455, O9 1.467
11 H -0.68661 2.00196 -0.96856  C1 1.069
12 H 1.73171 2.28729 -1.16983  C2 1.043
13 H 2.77367 -0.80651 0.95011  C4 1.149
14 H 2.35991 -1.51032 -0.61067  C4 1.112
15 H 0.42681 -1.39989 1.27701  C5 0.977
16 H -2.08535 -0.57328 1.52304  C6 1.148
17 H -2.22115 -0.97751 -0.18945  C6 1.104
18 H -2.63542 0.56044 0.22038  C6 1.128

For the LUMO energy, the calculation gives 3.68 eV. As for the multiplicity: 1. The net charge is -1. The HOMO-LUMO gap comes out at 6.927 eV. The calculation puts the HOMO energy at -3.24 eV.

---

We find w to be the most stable, with the next structure 0.0271 hartree higher.